This record from the OMol25 dataset describes an isolated molecule of C4H7NO at a distorted geometry. The level of theory is ωB97M-V with the def2-TZVPD basis set.

Values from the calculation:
lowest unoccupied orbital energy (alpha / beta): 0.23 / -1.02 eV
HOMO-LUMO gap (alpha / beta): 9.34 / 7.34 eV
relative energy (zero: lowest compared OMol25 entry of this formula, charge and spin): 5.042 eV
strongest force on any atom: 1.2 eV Å⁻¹
spin multiplicity: 1
HOMO (alpha / beta): -9.1 / -8.4 eV

Geometry as XYZ:
```
13
Properties=species:S:1:pos:R:3:forces:R:3
N 1.727 -0.392 -0.466 0.34 0.09 1.03
C 0.981 -0.033 0.549 -0.05 0.36 -1.04
C 0.535 -0.898 1.529 0.52 -0.44 0.77
C -0.947 -0.321 -0.986 -0.93 -0.11 -0.75
C -0.797 1.027 -0.402 -0.65 0.19 -0.36
O 0.293 1.181 0.486 0.64 -0.12 0.36
H 1.902 0.416 -1.064 -0.16 -0.04 -0.04
H 0.954 -1.898 1.591 -0.11 0.18 -0.09
H -0.086 -0.539 2.341 -0.01 -0.03 -0.23
H -1.766 -0.420 -1.706 0.27 0.02 0.26
H -0.348 -1.190 -0.796 -0.12 0.06 -0.06
H -1.721 1.294 0.141 0.18 -0.05 -0.02
H -0.725 1.772 -1.217 0.11 -0.11 0.18
```
Forces are in eV/Å.


This record from the OMol25 dataset describes a cluster of 3 separate species, C4H7NO in total at a distorted geometry. The level of theory is ωB97M-V with the def2-TZVPD basis set.

Values from the calculation:
lowest unoccupied orbital energy: 0.26 eV
HOMO-LUMO gap: 8.59 eV
relative energy (zero: lowest compared OMol25 entry of this formula, charge and spin): 4.663 eV
strongest force on any atom: 2.1 eV Å⁻¹
spin multiplicity: 1
HOMO: -8.3 eV

Geometry as XYZ:
```
13
Properties=species:S:1:pos:R:3:forces:R:3
C -0.283 1.564 -0.023 -1.43 0.16 -0.60
N -0.523 0.271 -0.147 1.89 0.49 0.86
C -0.039 -0.628 -1.227 0.15 -0.14 -0.15
C -0.015 -1.724 -0.108 -0.05 -0.15 0.13
O 0.277 -2.896 -0.101 -0.13 0.66 -0.08
C -0.390 -0.688 0.838 -0.97 -0.61 -0.20
H -0.678 2.076 0.848 0.26 -0.16 0.01
H 1.233 1.196 1.153 0.04 -1.80 0.78
H -0.145 2.150 -0.922 -0.01 -0.10 -0.04
H -0.752 -0.754 -2.044 0.01 0.01 0.14
H 0.944 -0.320 -1.600 -0.15 -0.07 0.05
H 1.184 0.399 1.499 0.24 1.66 -0.77
H -0.813 -0.647 1.834 0.14 0.03 -0.13
```
Forces are in eV/Å.


This record from the OMol25 dataset describes an isolated molecule of C4H7NO at a distorted geometry. The level of theory is ωB97M-V with the def2-TZVPD basis set.

Values from the calculation:
lowest unoccupied orbital energy: 1.02 eV
HOMO-LUMO gap: 9.39 eV
relative energy (zero: lowest compared OMol25 entry of this formula, charge and spin): 6.578 eV
strongest force on any atom: 5.1 eV Å⁻¹
spin multiplicity: 1
HOMO: -8.4 eV

Geometry as XYZ:
```
13
Properties=species:S:1:pos:R:3:forces:R:3
C 1.164 0.636 -0.161 -2.59 0.08 -1.12
C 0.970 -0.330 0.990 -3.10 -1.13 -1.17
C -0.019 0.152 -1.142 -0.40 -0.17 -0.78
C -0.937 -0.448 -0.071 4.98 1.15 0.39
N -2.077 0.115 0.442 -1.21 1.79 -2.87
O -1.991 -1.251 -0.098 -0.43 -1.22 -0.35
H 0.919 1.644 0.172 0.37 0.12 -0.09
H 2.030 0.618 -0.783 1.10 0.04 0.23
H 1.525 -1.315 1.009 -0.78 1.39 0.22
H 0.524 0.108 1.908 1.13 -0.53 -0.39
H -0.477 0.784 -2.045 0.83 -0.91 2.14
H 0.359 -0.760 -1.601 0.34 0.00 -0.37
H -1.990 0.048 1.380 -0.22 -0.60 4.16
```
Forces are in eV/Å.


This record from the OMol25 dataset describes an isolated molecule of C4H7NO. The level of theory is ωB97M-V with the def2-TZVPD basis set.

Values from the calculation:
lowest unoccupied orbital energy: 0.92 eV
HOMO-LUMO gap: 10.53 eV
relative energy (zero: lowest compared OMol25 entry of this formula, charge and spin): 2.292 eV
strongest force on any atom: 0.5 eV Å⁻¹
SMILES: CN1C[C@H]1C=O
spin multiplicity: 1
HOMO: -9.6 eV

Geometry as XYZ:
```
13
Properties=species:S:1:pos:R:3:forces:R:3
C -0.342 -1.389 -1.050 -0.04 -0.05 -0.06
N 0.436 -0.550 -0.144 0.03 -0.14 -0.08
C -0.086 -0.351 1.180 -0.05 -0.04 0.27
C -0.131 0.752 0.178 -0.18 0.27 -0.16
C 0.830 1.888 0.178 -0.08 0.29 -0.11
O 0.573 2.971 -0.293 0.11 -0.43 0.27
H -0.417 -2.395 -0.629 0.06 0.07 -0.08
H 0.173 -1.454 -2.013 -0.11 0.05 0.13
H -1.360 -1.007 -1.221 0.11 -0.07 0.08
H -1.046 -0.801 1.444 0.19 0.11 -0.10
H 0.655 -0.341 1.978 -0.13 0.03 -0.10
H -1.105 1.007 -0.236 0.09 -0.08 -0.01
H 1.819 1.670 0.628 -0.01 -0.01 -0.05
```
Forces are in eV/Å.


This record from the OMol25 dataset describes an isolated molecule of C4H7NO at a distorted geometry. The level of theory is ωB97M-V with the def2-TZVPD basis set.

Values from the calculation:
lowest unoccupied orbital energy: 1.24 eV
HOMO-LUMO gap: 10.85 eV
relative energy (zero: lowest compared OMol25 entry of this formula, charge and spin): 4.096 eV
strongest force on any atom: 2.5 eV Å⁻¹
SMILES: C=NOC1CC1
spin multiplicity: 1
HOMO: -9.6 eV

Geometry as XYZ:
```
13
Properties=species:S:1:pos:R:3:forces:R:3
C -1.501 2.155 -0.647 -2.14 0.64 -1.22
C 0.238 -0.457 0.726 -0.06 0.09 -1.24
C 1.592 -1.061 0.482 -0.61 0.90 -0.25
C 0.359 -1.449 -0.378 0.15 -0.68 1.45
H -0.850 3.060 -0.754 -0.20 -1.19 0.64
H -2.571 2.246 -1.018 1.53 0.13 0.22
H -0.240 -0.827 1.596 -0.65 0.08 0.81
H 2.364 -0.361 0.062 -0.82 -1.18 0.38
H 1.828 -1.715 1.320 0.58 0.08 -0.49
H -0.220 -2.373 -0.170 0.92 0.47 -0.50
H 0.344 -1.069 -1.373 -0.08 0.14 -0.46
N -1.300 0.978 -0.232 0.82 0.40 0.81
O -0.044 0.874 0.384 0.55 0.11 -0.14
```
Forces are in eV/Å.


This record from the OMol25 dataset describes a structure of composition C4H7NO at a distorted geometry. The level of theory is ωB97M-V with the def2-TZVPD basis set.

Values from the calculation:
lowest unoccupied orbital energy: 0.86 eV
HOMO-LUMO gap: 10.62 eV
relative energy (zero: lowest compared OMol25 entry of this formula, charge and spin): 3.060 eV
strongest force on any atom: 3.6 eV Å⁻¹
spin multiplicity: 1
HOMO: -9.8 eV

Geometry as XYZ:
```
13
Properties=species:S:1:pos:R:3:forces:R:3
C -0.113 1.162 1.024 0.16 0.26 -0.33
C -0.857 -0.685 0.873 -0.88 -0.90 0.45
C 0.273 0.016 0.003 -0.82 0.55 2.08
C 0.091 0.170 -1.490 3.37 1.02 0.43
N -1.052 0.546 1.619 -0.20 0.83 0.40
O 1.595 -0.449 0.305 -0.60 0.14 -0.37
H 0.181 2.199 1.335 0.14 -0.95 -0.79
H -1.853 -1.038 0.486 1.18 0.15 -0.27
H -0.499 -1.408 1.631 0.12 -0.10 -0.83
H 0.799 -0.665 -1.762 -0.97 1.06 -1.16
H 0.482 1.199 -1.780 0.33 -1.44 0.22
H -0.818 0.186 -2.006 -1.83 -0.82 -0.04
H 1.771 -1.233 -0.238 0.00 0.20 0.21
```
Forces are in eV/Å.


This record from the OMol25 dataset describes a cluster of 2 separate species, C4H7NO in total at a distorted geometry. The level of theory is ωB97M-V with the def2-TZVPD basis set.

Values from the calculation:
lowest unoccupied orbital energy: 0.88 eV
HOMO-LUMO gap: 9.13 eV
relative energy (zero: lowest compared OMol25 entry of this formula, charge and spin): 1.256 eV
strongest force on any atom: 3.5 eV Å⁻¹
SMILES: c1cc[nH]c1.O
spin multiplicity: 1
HOMO: -8.2 eV

Geometry as XYZ:
```
13
Properties=species:S:1:pos:R:3:forces:R:3
O -1.468 2.537 2.386 -0.50 -0.55 1.00
H -1.566 1.570 2.542 0.08 1.04 -0.17
H -1.864 2.959 3.182 0.42 -0.49 -0.84
C 0.491 -0.128 0.189 0.12 1.91 0.95
C 1.178 0.276 -1.005 -0.27 -1.27 0.84
C -0.208 -1.280 -0.042 -0.54 0.75 1.73
C 0.970 -0.787 -1.852 0.39 1.44 -1.45
N 0.046 -1.610 -1.296 0.26 -2.53 -2.35
H 0.518 0.488 1.088 -0.26 -0.42 -0.14
H 1.726 1.201 -1.180 -0.01 -0.61 0.13
H -0.909 -1.873 0.546 0.40 0.40 -0.06
H 1.431 -0.901 -2.833 -0.65 -0.33 0.22
H -0.345 -2.453 -1.725 0.56 0.68 0.15
```
Forces are in eV/Å.


This record from the OMol25 dataset describes an isolated molecule of C4H7NO. The level of theory is ωB97M-V with the def2-TZVPD basis set.

Values from the calculation:
lowest unoccupied orbital energy (alpha / beta): -0.54 / -0.56 eV
HOMO-LUMO gap (alpha / beta): 7.31 / 7.28 eV
relative energy (zero: lowest compared OMol25 entry of this formula, charge and spin): 6.135 eV
strongest force on any atom: 0.5 eV Å⁻¹
spin multiplicity: 1
HOMO (alpha / beta): -7.9 / -7.8 eV

Geometry as XYZ:
```
13
Properties=species:S:1:pos:R:3:forces:R:3
O -2.601 -0.891 0.387 -0.08 -0.06 0.08
C -1.384 -0.784 0.104 0.44 -0.02 -0.24
C -0.672 0.591 0.837 -0.11 0.26 0.19
N 0.545 0.733 0.151 -0.01 -0.08 -0.49
C 0.889 0.646 -1.082 -0.13 0.10 0.45
C 1.721 -0.113 -0.135 0.29 -0.20 0.12
H -0.685 -1.624 0.384 -0.20 0.08 -0.01
H -0.535 0.463 1.911 -0.01 -0.05 -0.18
H -1.356 1.406 0.600 0.10 -0.08 0.00
H 0.632 1.046 -2.047 0.02 -0.07 0.06
H -1.065 -0.457 -0.967 -0.13 -0.06 0.15
H 1.594 -1.195 -0.070 0.02 0.25 -0.06
H 2.669 0.284 0.229 -0.19 -0.07 -0.07
```
Forces are in eV/Å.


This record from the OMol25 dataset describes a cluster of 2 separate species, C4H7NO in total at a distorted geometry. The level of theory is ωB97M-V with the def2-TZVPD basis set.

Values from the calculation:
lowest unoccupied orbital energy: 0.76 eV
HOMO-LUMO gap: 9.40 eV
relative energy (zero: lowest compared OMol25 entry of this formula, charge and spin): 2.612 eV
strongest force on any atom: 3.9 eV Å⁻¹
SMILES: C=CO.CC#N
spin multiplicity: 1
HOMO: -8.6 eV

Geometry as XYZ:
```
13
Properties=species:S:1:pos:R:3:forces:R:3
C 0.564 -0.414 1.206 1.35 0.09 -0.57
C -0.059 0.053 -1.948 -1.21 -2.58 -1.27
C -0.351 1.114 -1.242 0.30 -1.50 -0.41
C -0.354 -1.232 1.970 0.49 0.89 0.88
N 1.320 0.302 0.710 -0.25 -0.68 0.68
O 0.374 2.190 -1.089 2.70 2.70 0.66
H 0.821 -0.179 -2.528 0.28 0.53 0.01
H -0.817 -0.780 -1.997 0.82 1.02 0.27
H -1.208 1.029 -0.619 -0.91 0.69 0.31
H -0.483 -0.552 2.827 -0.95 -0.57 -0.01
H 0.032 -2.155 2.362 0.76 -0.27 -0.03
H -1.228 -1.508 1.427 -0.89 0.36 -0.30
H 1.390 2.132 -1.079 -2.50 -0.66 -0.20
```
Forces are in eV/Å.


This record from the OMol25 dataset describes an isolated molecule of C4H7NO. The level of theory is ωB97M-V with the def2-TZVPD basis set.

Values from the calculation:
lowest unoccupied orbital energy: 1.11 eV
HOMO-LUMO gap: 10.55 eV
relative energy (zero: lowest compared OMol25 entry of this formula, charge and spin): 2.978 eV
strongest force on any atom: 0.5 eV Å⁻¹
SMILES: ON=C1CCC1
spin multiplicity: 1
HOMO: -9.4 eV

Geometry as XYZ:
```
13
Properties=species:S:1:pos:R:3:forces:R:3
O 2.502 -0.745 -0.260 0.40 -0.15 -0.11
N 1.822 0.442 0.007 -0.51 0.13 0.15
C 0.576 0.237 0.005 0.38 0.16 0.06
C -0.314 -0.959 -0.231 0.00 -0.02 -0.03
C -1.520 -0.019 0.095 -0.18 -0.05 0.03
C -0.562 1.189 0.261 0.08 0.24 0.10
H 3.421 -0.459 -0.227 -0.04 -0.14 -0.03
H -0.244 -1.380 -1.240 -0.09 0.14 0.12
H -0.149 -1.776 0.483 -0.09 0.19 -0.15
H -2.245 0.196 -0.685 -0.08 -0.52 -0.11
H -2.039 -0.345 1.003 0.05 0.31 -0.17
H -0.648 1.959 -0.517 -0.10 -0.22 0.15
H -0.587 1.687 1.230 0.18 -0.07 -0.01
```
Forces are in eV/Å.


This record from the OMol25 dataset describes an isolated molecule of C4H7NO. The level of theory is ωB97M-V with the def2-TZVPD basis set.

Values from the calculation:
lowest unoccupied orbital energy: 0.94 eV
HOMO-LUMO gap: 10.84 eV
relative energy (zero: lowest compared OMol25 entry of this formula, charge and spin): 1.763 eV
strongest force on any atom: 0.5 eV Å⁻¹
SMILES: C[C@H]1CN1C=O
spin multiplicity: 1
HOMO: -9.9 eV

Geometry as XYZ:
```
13
Properties=species:S:1:pos:R:3:forces:R:3
C 1.618 -0.674 -0.034 0.04 -0.07 -0.02
C 0.391 0.069 -0.493 0.20 0.08 -0.01
C -0.887 -0.568 -0.932 -0.13 -0.13 -0.18
N -0.721 -0.040 0.413 0.03 0.22 0.21
C -1.264 1.111 0.961 0.13 0.29 -0.02
O -0.654 2.151 1.057 -0.33 -0.34 0.07
H 2.043 -0.116 0.807 0.04 -0.11 -0.15
H 2.381 -0.769 -0.811 -0.14 0.01 0.04
H 1.343 -1.667 0.333 0.06 0.09 -0.10
H 0.561 1.071 -0.886 -0.02 -0.16 0.09
H -1.513 -0.005 -1.625 0.12 -0.07 0.15
H -0.974 -1.650 -1.014 0.03 0.17 0.10
H -2.263 0.965 1.404 -0.01 0.03 -0.18
```
Forces are in eV/Å.


This record from the OMol25 dataset describes an isolated molecule of C4H7NO at a distorted geometry. The level of theory is ωB97M-V with the def2-TZVPD basis set.

Values from the calculation:
lowest unoccupied orbital energy: 1.03 eV
HOMO-LUMO gap: 10.19 eV
relative energy (zero: lowest compared OMol25 entry of this formula, charge and spin): 2.095 eV
strongest force on any atom: 2.4 eV Å⁻¹
SMILES: [H]/N=C/O/C=C\C
spin multiplicity: 1
HOMO: -9.2 eV

Geometry as XYZ:
```
13
Properties=species:S:1:pos:R:3:forces:R:3
C 0.244 -1.229 1.121 0.09 0.23 0.18
C 0.350 1.735 -0.691 0.46 2.30 -0.16
C -1.156 -0.187 -0.722 -0.40 -0.67 -0.50
C -0.734 -1.213 0.002 0.23 0.50 0.20
O -0.840 1.160 -0.737 -0.70 -0.33 -0.02
N 1.399 1.287 -0.183 0.38 -0.92 0.02
H 2.207 1.894 -0.246 -0.28 0.25 -0.16
H 0.228 2.778 -1.106 0.19 -1.01 0.31
H -1.945 -0.342 -1.453 0.12 0.01 0.09
H -1.204 -2.162 -0.217 -0.19 0.03 -0.20
H 0.845 -0.323 1.127 -0.01 -0.18 0.09
H 0.897 -2.092 1.038 0.14 -0.12 0.03
H -0.291 -1.308 2.068 -0.03 -0.09 0.11
```
Forces are in eV/Å.